The following is a DFT calculation (ωB97M-V with the def2-TZVPD basis set) of a cluster of 2 separate species, C25H39N2 in total in a non-equilibrium geometry.

Values from the calculation:
Calculated total energy, eV: -29529.138
Total charge: +1
Max |F|, eV/A: 3.17
LUMO energy, Eh: -0.20121

Positions of all 66 atoms, in Å:
C  4.56646  -1.91681  -3.05936
C  3.89535  -0.78887  -2.33043
C  3.52196  -0.94436  -0.99497
C  2.86302  0.06639  -0.28692
C  2.57930  -0.18510  1.17085
C  2.50271  1.25231  -0.95703
C  1.71540  2.36272  -0.27125
C  2.62944  3.24786  0.58398
C  0.46826  1.91495  0.55936
C  -0.38434  0.89359  -0.07243
C  -1.78951  0.99774  -0.17525
C  -2.45372  0.60103  -1.39205
C  -1.69228  0.52926  -2.68345
C  -3.80404  0.29025  -1.35481
C  -4.56303  0.43994  -0.18563
C  -5.98630  -0.01924  -0.14717
C  -3.96906  1.04151  0.92827
C  -2.60765  1.32101  0.96977
C  -2.00983  1.79353  2.26027
C  2.97544  1.46381  -2.26998
C  2.79219  2.78125  -2.98199
C  3.61991  0.43220  -2.95194
H  4.78766  -1.64167  -4.09578
H  5.50928  -2.21017  -2.57734
H  3.92685  -2.81008  -3.07212
H  3.74771  -1.88312  -0.48347
H  2.81371  0.67341  1.81382
H  1.53205  -0.47116  1.34750
H  3.19129  -1.02586  1.52677
H  1.31174  3.00781  -1.06648
H  3.47354  3.61379  -0.01129
H  2.08072  4.12068  0.96259
H  3.03297  2.69443  1.44187
H  0.79299  1.58504  1.56259
H  -0.12429  2.83179  0.71357
H  0.13006  0.17533  -0.71734
H  -2.36258  0.24736  -3.50699
H  -1.23867  1.49862  -2.94393
H  -0.88606  -0.21564  -2.64477
H  -4.29528  -0.09515  -2.25536
H  -6.34956  -0.05764  0.88395
H  -6.63055  0.66550  -0.71103
H  -6.09375  -1.01434  -0.59607
H  -4.58227  1.24510  1.81416
H  -2.79587  1.86661  3.02502
H  -1.25108  1.09392  2.64614
H  -1.54509  2.78385  2.16673
H  3.28635  2.73367  -3.96049
H  1.73376  3.01790  -3.17030
H  3.23511  3.62449  -2.43032
H  3.91283  0.59203  -3.98916
C  -2.12379  -1.73940  1.44935
N  -1.28390  -2.77930  1.95119
C  -0.67987  -3.71781  1.05287
N  -0.59900  -2.50976  3.10368
C  -0.28105  -3.65425  3.95010
H  -2.75370  -2.13651  0.64069
H  -2.75893  -1.32107  2.24579
H  -1.51585  -0.92299  1.03496
H  -1.38906  -3.88574  0.23215
H  0.27074  -3.35544  0.62256
H  -0.49456  -4.65925  1.57578
H  -1.03412  -1.73258  3.59554
H  0.46167  -3.32157  4.67482
H  -1.16736  -4.02078  4.48714
H  0.13555  -4.46503  3.35306

Mulliken atomic charge list, values in e, 6 entries: atom 1 (C): -1.485, atom 2 (C): 0.277, atom 3 (C): -1.061, atom 4 (C): 1.715, atom 5 (C): -1.570, atom 6 (C): 0.750